{
  "formula": "C20H48HgN2P",
  "method": "the ωB97M-V functional and the def2-TZVPD basis",
  "homo_ev": -10.68,
  "total_energy_ha": -1394.66389,
  "multiplicity": 1,
  "charge": 1,
  "fmax_ev_per_a": 3.7,
  "symbols": ["C", "C", "C", "C", "C", "C", "C", "C", "C", "C", "C", "C", "C", "C", "C", "C", "P", "C", "C", "N", "C", "N", "C", "H", "H", "H", "H", "H", "H", "H", "H", "H", "H", "H", "H", "H", "H", "H", "H", "H", "H", "H", "H", "H", "H", "H", "H", "H", "H", "H", "H", "H", "H", "H", "H", "H", "H", "H", "H", "H", "H", "H", "H", "H", "H", "H", "H", "H", "H", "H", "H", "Hg"],
  "xyz": [[-2.86982, -5.45744, -4.27283], [-4.05146, -4.51322, -4.09184], [-3.64536, -3.11829, -3.62271], [-3.33847, -3.05055, -2.10940], [-4.32631, -2.18456, -1.30880], [-3.75674, -0.81118, -0.95293], [-2.71388, -0.76401, 0.15753], [-3.20787, -1.15660, 1.55121], [-2.45862, -0.43574, 2.68012], [-1.27467, -1.26197, 3.19815], [-0.25056, -0.40397, 3.94650], [0.73518, 0.29144, 2.98131], [2.21452, 0.26039, 3.42885], [2.87790, 1.61870, 3.66726], [3.58163, 2.26112, 2.45697], [2.63583, 3.00227, 1.50726], [3.13613, 2.85498, -0.35385], [3.69279, 4.64830, -0.65059], [4.67336, 4.81049, -1.83276], [5.62285, 3.76280, -2.10628], [2.66743, 0.71110, -0.37915], [1.34582, 0.57270, -0.41589], [0.71047, 0.49280, -1.73711], [-2.11038, -5.00225, -4.90853], [-2.43183, -5.74204, -3.31516], [-3.18926, -6.37794, -4.76049], [-4.54622, -4.40942, -5.06084], [-4.80325, -4.95667, -3.43461], [-2.74503, -2.84275, -4.17751], [-4.42113, -2.40008, -3.88993], [-2.31390, -2.70039, -1.96713], [-3.39212, -4.07068, -1.72069], [-5.19792, -1.99497, -1.93993], [-4.72091, -2.76705, -0.45936], [-3.27626, -0.43403, -1.86245], [-4.57678, -0.13972, -0.69091], [-2.36401, 0.27340, 0.22624], [-1.84091, -1.37060, -0.11243], [-3.13392, -2.23355, 1.70511], [-4.26644, -0.89233, 1.61641], [-3.15700, -0.30028, 3.50625], [-2.12315, 0.54364, 2.32988], [-1.66456, -2.01489, 3.88307], [-0.80180, -1.76291, 2.34880], [-0.78770, 0.34942, 4.52511], [0.28430, -1.03953, 4.65274], [0.65641, -0.25939, 2.04319], [0.38923, 1.31733, 2.84386], [2.80227, -0.34390, 2.73263], [2.24083, -0.27375, 4.37861], [3.66574, 1.45967, 4.40573], [2.17997, 2.32206, 4.12380], [4.26134, 3.01210, 2.86113], [4.21750, 1.53123, 1.94454], [1.61408, 2.63612, 1.60955], [2.61588, 4.05664, 1.77286], [4.50199, 2.48206, -0.01790], [3.35021, 2.52852, -1.77120], [1.74340, 3.13396, -0.70830], [2.77395, 5.18942, -0.87941], [4.09851, 5.07405, 0.26434], [4.12061, 5.02279, -2.74557], [5.25521, 5.70444, -1.59493], [6.17448, 3.47832, -1.31093], [5.24610, 2.96776, -2.60117], [3.11618, 0.30425, -1.28171], [3.18274, 0.32036, 0.50008], [0.84823, 1.27220, 0.13853], [1.24173, -0.23352, -2.34491], [0.69113, 1.47990, -2.20401], [-0.30548, 0.13110, -1.60233], [-5.10219, -4.15765, 1.20884]],
  "mulliken_charge": [-1.1328, -0.5744, -0.7664, -0.3509, 0.4701, -1.2725, 0.1632, -0.6777, -0.7045, -0.6759, -1.1763, 0.4657, -1.0157, -1.0618, -0.7848, -1.2831, -0.0223, -0.6782, -0.6640, -0.5182, -0.6711, 0.1717, -0.7238, 0.3060, 0.2973, 0.3613, 0.3476, 0.3160, 0.2858, 0.4418, 0.2847, 0.3049, 0.5478, -0.9698, 0.2973, 0.4206, 0.2892, 0.1232, 0.1345, 0.4741, 0.3056, 0.3414, 0.3558, 0.4176, 0.2935, 0.5256, -0.2444, 0.3622, 0.3946, 0.4983, 0.4403, 0.4395, 0.3774, 0.4369, 0.4541, 0.6966, 0.0267, 0.1741, -0.0363, 0.3900, 0.4702, 0.3811, 0.3471, 0.2470, 0.2832, 0.5633, 0.1550, 0.3308, 0.4217, 0.3537, 0.0804, -0.0616]
}

{
  "formula": "C20H49IO6Si4",
  "method": "the ωB97M-V functional and the def2-TZVPD basis",
  "homo_ev": -9.70,
  "total_energy_ha": -2698.65775,
  "multiplicity": 1,
  "charge": 0,
  "smiles": "C[C@H](I)C[C@@H](CCOC=O)OC=O.C[Si](C)(C)O[Si](C)(C)C.C[Si](C)(C)O[Si](C)(C)C",
  "fmax_ev_per_a": 9.0,
  "symbols": ["C", "C", "I", "C", "C", "C", "C", "O", "C", "O", "O", "C", "O", "H", "H", "H", "H", "H", "H", "H", "H", "H", "H", "H", "H", "H", "O", "Si", "C", "C", "C", "Si", "C", "C", "C", "H", "H", "H", "H", "H", "H", "H", "H", "H", "H", "H", "H", "H", "H", "H", "H", "H", "H", "O", "Si", "C", "C", "C", "Si", "C", "C", "C", "H", "H", "H", "H", "H", "H", "H", "H", "H", "H", "H", "H", "H", "H", "H", "H", "H", "H"],
  "xyz": [[-5.26818, -0.13067, -0.27616], [-6.78236, 0.03291, 0.40619], [-6.49512, 1.27708, 2.19886], [-7.28606, -1.43878, 0.92500], [-8.90310, -1.71540, 0.73405], [-9.87089, -0.65941, 1.53486], [-10.16219, 0.74972, 0.74945], [-10.94927, 0.61377, -0.49466], [-10.15497, 1.10107, -1.67061], [-9.78851, 2.39262, -1.82569], [-9.21952, -1.87797, -0.69963], [-8.81038, -3.19452, -1.21195], [-9.27453, -4.38453, -0.82366], [-5.37846, -0.14968, -1.45033], [-4.75554, -1.12058, 0.07969], [-4.61728, 0.77687, 0.11140], [-7.45414, 0.51467, -0.42287], [-7.03892, -1.65965, 2.05154], [-6.66518, -2.24068, 0.29511], [-9.10127, -2.78300, 1.22969], [-10.86637, -1.21589, 1.88762], [-9.31434, -0.37439, 2.54977], [-10.83514, 1.40754, 1.48360], [-9.21034, 1.40125, 0.52810], [-9.82505, 0.35509, -2.54063], [-8.01222, -3.19972, -2.09587], [0.03286, 2.58720, -0.12090], [-1.16461, 3.26027, -1.08732], [-1.79575, 1.99064, -2.32478], [-0.48056, 4.73416, -2.03755], [-2.62781, 3.85309, -0.06920], [1.54560, 1.87832, -0.30286], [2.27371, 1.35929, 1.34978], [2.73992, 3.09008, -1.10764], [1.42042, 0.34676, -1.38910], [-1.00750, 1.71443, -3.03075], [-2.63940, 2.39429, -2.89550], [-2.12946, 1.08562, -1.80803], [-0.03524, 5.45952, -1.34987], [-1.27810, 5.23253, -2.59717], [0.28641, 4.41406, -2.74819], [-2.31860, 4.62103, 0.64707], [-3.08109, 3.02529, 0.48250], [-3.39152, 4.28716, -0.72297], [2.39573, 2.22208, 2.01077], [3.25708, 0.90176, 1.20181], [1.62969, 0.62830, 1.84714], [2.42361, 3.32270, -2.12859], [3.74737, 2.66704, -1.15033], [2.78012, 4.02228, -0.53859], [1.12520, 0.61752, -2.40653], [0.67767, -0.34716, -0.98694], [2.38391, -0.16938, -1.44002], [7.16034, -2.56013, 0.74242], [6.66602, -1.12741, 0.01864], [7.83048, -0.67009, -1.38724], [6.66917, 0.27155, 1.27805], [4.93167, -1.26869, -0.68920], [8.50903, -3.16588, 1.54125], [8.26127, -4.95258, 2.06765], [8.86168, -2.14998, 3.08590], [10.01723, -3.09510, 0.41804], [8.82925, -0.44396, -1.00338], [7.46209, 0.21244, -1.92186], [7.91310, -1.49640, -2.09987], [6.06017, 0.00526, 2.14729], [6.26037, 1.18548, 0.83619], [7.68644, 0.48274, 1.61906], [4.20736, -1.50184, 0.09782], [4.88270, -2.05214, -1.45006], [4.63508, -0.32226, -1.15330], [7.41067, -5.04437, 2.74901], [9.15314, -5.32071, 2.58465], [8.08237, -5.59349, 1.19950], [9.14019, -1.12641, 2.81898], [9.68415, -2.58980, 3.65674], [7.97782, -2.11032, 3.72751], [10.28137, -2.05875, 0.19038], [9.81793, -3.61544, -0.52242], [10.87858, -3.56827, 0.89917]],
  "mulliken_charge": [-0.5296, -0.1929, 0.0540, -0.6923, 0.0476, -0.5416, -0.3281, -0.3199, 0.2674, -0.4789, -0.1671, 0.1237, -0.4936, 0.2778, 0.2578, -0.0642, 0.2205, 0.3570, 0.2816, 0.2930, 0.3312, 0.2466, 0.2570, 0.2067, 0.2847, 0.3192, -0.5597, 0.4428, -0.9764, -0.9972, -0.9392, 0.4817, -0.7168, -0.9599, -0.7770, 0.2998, 0.3880, 0.2618, 0.2741, 0.3745, 0.2877, 0.3049, 0.1800, 0.2854, 0.3024, 0.0246, 0.2899, 0.3070, 0.3533, 0.2850, 0.2965, 0.2836, 0.2219, -0.4306, 0.2967, -1.0049, -0.9980, -0.8884, 0.4546, -1.0348, -1.0011, -0.9923, 0.2933, 0.3741, 0.2785, 0.2887, 0.4080, 0.3164, 0.3512, 0.4270, 0.0611, 0.2812, 0.3028, 0.2858, 0.2891, 0.3829, 0.2759, 0.2903, 0.2764, 0.3797]
}

{
  "formula": "C20H49N5O15P5",
  "method": "the ωB97M-V functional and the def2-TZVPD basis",
  "homo_ev": -11.94,
  "total_energy_ha": -3900.48006,
  "multiplicity": 1,
  "charge": 1,
  "fmax_ev_per_a": 6.4,
  "relative_energy_kj_mol": 0.0,
  "symbols": ["C", "C", "O", "N", "C", "N", "C", "P", "O", "O", "N", "C", "C", "O", "N", "C", "C", "N", "P", "O", "P", "O", "O", "H", "H", "H", "H", "H", "H", "H", "H", "H", "H", "H", "H", "H", "H", "H", "H", "H", "H", "H", "O", "P", "O", "C", "C", "O", "C", "C", "O", "C", "C", "H", "H", "H", "H", "H", "H", "H", "H", "H", "H", "H", "H", "H", "H", "H", "O", "P", "O", "C", "C", "O", "C", "C", "O", "C", "C", "H", "H", "H", "H", "H", "H", "H", "H", "H", "H", "H", "H", "H", "H", "H"],
  "xyz": [[1.14408, 2.53131, -0.10360], [0.26386, 1.48940, -0.76896], [0.24640, 1.46718, -2.21902], [1.40537, 1.92827, -2.79804], [2.39787, 1.01386, -2.83937], [2.29345, -0.22052, -2.37156], [3.45621, -0.84587, -2.59841], [3.78633, -2.66922, -2.17288], [2.28898, -3.19615, -1.90213], [4.38556, -2.52861, -0.65454], [4.28799, 0.00515, -3.19671], [5.64241, -0.42054, -3.58464], [6.63664, -0.66801, -2.43068], [7.03550, -1.79425, -2.31911], [7.10427, 0.35622, -1.61888], [8.02158, -0.21357, -0.61011], [6.02024, 1.07033, -0.88083], [3.66653, 1.22100, -3.36754], [4.59470, 2.47187, -4.16168], [5.85356, 2.68374, -3.44341], [1.22035, 3.58797, -3.40508], [2.35832, 4.52281, -2.71071], [1.48213, 3.57958, -5.01441], [2.19131, 2.50852, -0.40303], [1.07370, 2.36208, 0.97134], [0.70269, 3.51871, -0.26958], [-0.75787, 1.63710, -0.42165], [0.55133, 0.49305, -0.42347], [2.13461, -3.30354, -0.95071], [4.31438, -1.61571, -0.34602], [5.53022, -1.38702, -4.07293], [6.12093, 0.23849, -4.30674], [8.36033, 0.58213, 0.05347], [7.49045, -0.92678, 0.02486], [8.90426, -0.64980, -1.06377], [6.06673, 2.12870, -1.12655], [6.21510, 1.01118, 0.18881], [5.02275, 0.66528, -1.04131], [4.88254, 1.96072, -5.44199], [3.87506, 3.66561, -4.27478], [2.13188, 4.68987, -1.78547], [1.90827, 2.77047, -5.33188], [-3.86945, 0.40746, -0.56607], [-4.24933, -0.82163, -1.29888], [-3.94023, -0.53111, -2.86019], [-2.55928, -0.41617, -3.20482], [-1.82739, -1.74816, -3.16405], [-5.87287, -0.75086, -1.33181], [-6.59551, 0.15566, -0.49710], [-6.89200, 1.45542, -1.21817], [-4.25733, -2.43369, -1.39646], [-4.08901, -3.19827, -0.17381], [-5.23298, -3.00025, 0.79992], [-2.08284, 0.30614, -2.53578], [-2.51663, -0.01177, -4.21579], [-1.76531, -2.13535, -2.14435], [-0.81018, -1.63680, -3.54407], [-2.35109, -2.49343, -3.76151], [-6.05626, 0.33549, 0.43413], [-7.52971, -0.34066, -0.22947], [-6.00814, 1.84011, -1.72635], [-7.25377, 2.21273, -0.52114], [-7.65391, 1.30012, -1.98290], [-3.13696, -2.93149, 0.29160], [-4.02813, -4.24250, -0.47354], [-5.24106, -1.98256, 1.20031], [-5.13741, -3.68761, 1.64002], [-6.19135, -3.16514, 0.30960], [-1.91808, -1.72711, 3.49631], [-1.89526, -0.43268, 4.21135], [-1.84839, 0.73255, 3.09924], [-3.00634, 0.96791, 2.27897], [-4.14473, 1.61862, 3.04220], [-0.35398, -0.34855, 4.75199], [0.49841, -1.48919, 4.73077], [1.33205, -1.52986, 3.46367], [-2.42795, 0.48678, 5.42755], [-3.03332, -0.16165, 6.57593], [-2.05440, -1.03183, 7.33847], [-3.32891, 0.03096, 1.82632], [-2.68322, 1.62570, 1.47561], [-4.55724, 0.94017, 3.79291], [-4.94828, 1.89596, 2.35914], [-3.79968, 2.50949, 3.56649], [-0.07791, -2.40625, 4.85019], [1.15301, -1.41120, 5.60070], [0.71933, -1.34199, 2.58097], [1.82352, -2.49788, 3.35204], [2.10037, -0.75391, 3.49027], [-3.89508, -0.74650, 6.24710], [-3.40269, 0.63641, 7.21641], [-1.75793, -1.90446, 6.75035], [-2.50789, -1.39122, 8.26185], [-1.14827, -0.47699, 7.57760]],
  "mulliken_charge": [-1.3328, 0.1943, 0.1642, -0.1210, 0.3932, -0.0885, 0.0329, 0.2238, -0.3697, -0.4358, -0.2512, -0.8136, 0.4296, -0.5190, 0.0814, -1.1176, -0.8531, 0.5234, 0.2591, -0.5718, -0.1228, -0.4490, -0.4304, 0.3181, 0.4493, 0.2565, 0.2074, 0.2254, 0.3120, 0.3404, 0.4388, 0.5803, 0.4157, 0.4217, 0.3167, 0.2509, 0.4207, 0.2072, 0.1609, 0.1464, 0.3590, 0.3497, -0.7359, 1.6277, -0.5386, -0.2983, -0.9411, -0.4533, 0.0999, -1.2195, -0.4250, -0.2840, -0.9608, 0.1197, 0.3288, 0.1338, 0.3722, 0.3510, -0.0380, 0.3974, 0.2726, 0.3606, 0.3296, 0.2712, 0.3970, 0.1437, 0.4276, 0.2876, -0.7762, 1.1450, -0.3410, 0.1631, -1.3065, -0.3588, -0.3105, -1.0829, -0.2847, -0.3125, -1.0275, 0.1043, 0.1139, 0.2771, 0.4313, 0.3344, 0.3362, 0.3711, 0.2309, 0.3632, 0.2920, 0.3119, 0.3510, 0.2666, 0.4317, 0.2487]
}